1.
Molecular formula: C2H24O10
Method: DFT, wB97M-V/def2-TZVPD

Element x y z (Å)
1 C 2.26 0.73 14.10
2 O 2.57 0.89 15.49
3 H 2.28 -0.32 13.81
4 H 1.28 1.12 13.83
5 H 3.07 1.31 13.65
6 H 2.36 0.11 16.00
7 C 1.76 -2.17 12.98
8 O 2.52 -3.24 13.61
9 H 1.33 -1.53 13.74
10 H 2.51 -1.66 12.37
11 H 1.02 -2.59 12.30
12 H 1.96 -3.72 14.22
13 O 1.08 -5.29 12.27
14 H 0.29 -5.13 11.75
15 H 0.96 -4.76 13.05
16 O 2.98 -1.22 10.64
17 H 2.69 -0.74 11.42
18 H 2.48 -0.84 9.93
19 O 4.36 -2.51 13.42
20 H 3.58 -3.05 13.35
21 H 4.03 -1.62 13.50
22 O -0.87 -3.38 12.21
23 H -1.04 -3.29 13.15
24 H -0.72 -2.49 11.90
25 O 3.11 -4.97 15.48
26 H 2.27 -4.58 15.23
27 H 2.91 -5.91 15.58
28 O -0.59 -1.38 12.64
29 H -1.35 -0.86 12.43
30 H -0.09 -0.85 13.26
31 O -0.14 -2.97 14.64
32 H -1.09 -2.92 14.60
33 H 0.13 -2.12 14.97
34 O 1.16 -4.42 14.50
35 H 0.52 -3.71 14.51
36 H 0.68 -5.19 14.80

F_max (eV/A): 13.39
Highest occupied orbital energy (eV): -8.14
Net charge: 0
Gap between HOMO and LUMO (eV): 6.8
Molar mass (g/mol): 208.20
Lowest unoccupied orbital energy (eV): -1.386
Energy above the lowest of the compared OMol25 structures with the same formula, charge and spin (kcal/mol): 356.1

=====

2.
Molecular formula: C2H24O10
Method: DFT, wB97M-V/def2-TZVPD

Element x y z (Å)
1 C -1.65 0.77 -4.66
2 O -1.13 0.04 -5.77
3 H -2.71 0.55 -4.55
4 H -1.18 0.42 -3.74
5 H -1.51 1.85 -4.75
6 H -1.64 0.01 -6.58
7 C -0.24 -0.60 0.26
8 O -0.21 0.67 -0.31
9 H 0.68 -1.17 0.14
10 H -0.29 -0.46 1.34
11 H -1.12 -1.08 -0.17
12 H 0.12 0.41 -1.18
13 O -0.35 -3.31 2.35
14 H -0.64 -3.66 3.19
15 H 0.14 -2.51 2.58
16 O 0.62 2.64 3.18
17 H 0.64 1.81 2.70
18 H 1.53 2.82 3.41
19 O 0.60 -1.14 3.87
20 H 1.11 -0.50 4.37
21 H -0.20 -1.27 4.37
22 O 2.27 1.14 1.69
23 H 3.02 1.74 1.66
24 H 2.14 0.86 0.79
25 O 3.05 -0.93 -1.13
26 H 3.30 -1.65 -1.71
27 H 3.87 -0.53 -0.86
28 O -2.09 3.10 0.90
29 H -2.88 2.56 0.81
30 H -1.39 2.56 0.54
31 O -2.95 -1.10 2.09
32 H -2.39 -1.82 2.39
33 H -3.38 -1.45 1.32
34 O 1.30 -0.02 -2.76
35 H 1.63 -0.26 -3.63
36 H 1.91 -0.45 -2.16

F_max (eV/A): 3.11
Highest occupied orbital energy (spin up / spin down) (eV): -12.84 / -12.83
Net charge: +1
Gap between HOMO and LUMO (spin up / spin down) (eV): 9.6 / 2.7
Molar mass (g/mol): 208.20
Lowest unoccupied orbital energy (spin up / spin down) (eV): -3.205 / -10.138
Energy above the lowest of the compared OMol25 structures with the same formula, charge and spin (kcal/mol): 9.3
Multiplicity: 2

=====

3.
Molecular formula: C2H24O17P
Method: DFT, wB97M-V/def2-TZVPD

Element x y z (Å)
1 O 2.85 0.48 1.65
2 H 3.79 0.34 1.50
3 H 2.35 -0.36 1.94
4 H 2.56 0.77 0.75
5 O 2.68 -0.85 -1.62
6 H 1.90 -1.36 -1.25
7 H 2.55 0.09 -1.30
8 H 3.51 -1.22 -1.29
9 O -0.63 0.38 0.00
10 H -0.06 1.06 -0.42
11 H -0.23 -0.54 -0.15
12 H -0.77 0.55 0.97
13 C 2.41 1.78 -1.96
14 O 3.49 2.25 -2.45
15 O 1.27 2.01 -2.50
16 O 2.49 1.09 -0.89
17 C -1.37 2.38 2.98
18 O -1.00 1.10 2.63
19 H -1.66 2.46 4.04
20 H -0.55 3.07 2.75
21 H -2.26 2.69 2.41
22 P 0.84 -2.50 0.83
23 O 1.80 -1.78 1.81
24 O 0.56 -1.72 -0.52
25 O -0.48 -2.89 1.49
26 O 1.55 -3.93 0.74
27 O -2.71 -1.99 0.16
28 H -2.35 -1.97 -0.73
29 H -1.99 -2.38 0.70
30 O -1.82 -2.06 -2.39
31 H -0.99 -2.50 -2.15
32 H -1.57 -1.13 -2.51
33 O -4.10 0.54 1.94
34 H -3.14 0.59 1.88
35 H -4.28 -0.36 2.24
36 O -0.99 3.71 -2.76
37 H -0.33 3.00 -2.66
38 H -1.50 3.45 -3.53
39 O 0.04 -0.09 -4.09
40 H 0.33 0.74 -3.67
41 H 0.82 -0.41 -4.55
42 O -1.07 -1.61 3.70
43 H -0.79 -2.16 2.93
44 H -1.15 -0.71 3.35

F_max (eV/A): 7.73
Highest occupied orbital energy (eV): 1.95
Net charge: -3
Gap between HOMO and LUMO (eV): 4.8
Molar mass (g/mol): 351.17
Lowest unoccupied orbital energy (eV): 6.768
Energy above the lowest of the compared OMol25 structures with the same formula, charge and spin (kcal/mol): 0.0

=====

4.
Molecular formula: C2H25O11
Method: DFT, wB97M-V/def2-TZVPD

Element x y z (Å)
1 C 0.99 0.62 1.03
2 C 1.42 -0.38 0.09
3 O 0.36 -1.32 -0.10
4 H 0.89 0.30 2.11
5 H -0.02 0.83 0.72
6 H 1.75 1.39 1.00
7 H 2.29 -0.89 0.53
8 H 1.64 -0.01 -0.84
9 O 0.12 3.13 -0.59
10 H 0.20 3.36 0.33
11 H 0.35 2.24 -0.69
12 O 1.30 -3.73 0.47
13 H 1.49 -3.68 1.45
14 H 0.94 -2.82 0.31
15 O -2.56 2.74 -1.43
16 H -1.85 2.14 -1.21
17 H -2.37 3.55 -0.97
18 O 1.50 -1.71 -2.71
19 H 0.66 -1.96 -3.05
20 H 1.38 -1.39 -1.84
21 O -1.50 2.22 2.18
22 H -1.01 1.88 2.99
23 H -1.56 1.51 1.58
24 O -1.36 -1.00 1.93
25 H -2.11 -1.25 1.37
26 H -0.60 -1.15 1.34
27 O -1.83 -2.74 -0.84
28 H -0.98 -2.35 -0.61
29 H -1.81 -2.80 -1.80
30 O -1.36 0.47 -1.21
31 H -0.83 -0.22 -0.80
32 H -2.11 -0.13 -1.33
33 O 1.86 0.36 -4.33
34 H 2.34 0.16 -5.15
35 H 1.88 -0.40 -3.77
36 O 0.01 1.33 4.44
37 H -0.17 0.99 5.34
38 H 0.65 0.73 4.06

F_max (eV/A): 4.77
Highest occupied orbital energy (eV): -6.10
Net charge: -1
Gap between HOMO and LUMO (eV): 8.7
Molar mass (g/mol): 225.21
Lowest unoccupied orbital energy (eV): 2.591
Energy above the lowest of the compared OMol25 structures with the same formula, charge and spin (kcal/mol): 13.9

=====

Q: Among the records above, which one has the lowest net charge?
A: C2H24O17P